Entry 1:
{"formula": "C30H72Cl2NO22P5Si2", "method": "the ωB97M-V functional and the def2-TZVPD basis", "species": ["C", "C", "C", "O", "Si", "C", "C", "C", "C", "O", "Si", "C", "Cl", "C", "C", "Cl", "C", "C", "C", "C", "N", "C", "H", "H", "H", "H", "H", "H", "H", "H", "H", "H", "H", "H", "H", "H", "H", "H", "H", "H", "H", "H", "H", "H", "H", "H", "H", "H", "H", "C", "O", "P", "O", "O", "C", "O", "C", "H", "H", "H", "H", "H", "H", "H", "H", "H", "C", "O", "P", "O", "O", "C", "O", "C", "H", "H", "H", "H", "H", "H", "H", "H", "H", "C", "O", "P", "O", "O", "C", "O", "C", "H", "H", "H", "H", "H", "H", "H", "H", "H", "C", "O", "P", "O", "O", "C", "O", "C", "H", "H", "H", "H", "H", "H", "H", "H", "H", "C", "O", "P", "O", "O", "C", "O", "C", "H", "H", "H", "H", "H", "H", "H", "H", "H"], "coordinates": [[-5.490, 0.959, -2.965], [-4.125, 0.117, -2.876], [-2.907, 0.763, -3.746], [-2.144, 1.572, -2.817], [-0.582, 2.018, -3.418], [0.727, 1.084, -2.388], [0.920, -0.470, -2.747], [1.952, -1.061, -1.622], [-0.440, -1.351, -2.563], [-0.388, 3.715, -3.117], [-0.462, 4.127, -1.439], [-2.187, 3.926, -0.630], [-3.361, 4.968, -1.590], [-2.086, 4.405, 0.930], [-3.430, 3.810, 1.634], [-0.665, 3.553, 1.780], [-0.394, 1.764, -5.331], [-0.203, 0.336, -5.887], [-0.120, 0.322, -7.458], [-0.251, 1.693, -8.137], [-0.402, 2.990, -7.593], [-0.487, 3.046, -6.179], [-5.898, 1.144, -1.916], [-5.317, 1.943, -3.528], [-6.259, 0.344, -3.544], [-3.738, -0.015, -1.802], [-4.317, -0.951, -3.277], [-2.347, -0.125, -4.188], [-3.362, 1.352, -4.617], [0.507, 1.116, -1.253], [1.754, 1.594, -2.505], [1.427, -0.649, -3.753], [1.361, -1.430, -0.700], [2.636, -1.869, -2.037], [2.537, -0.140, -1.242], [-0.825, -1.790, -3.546], [-1.239, -0.733, -2.033], [-0.225, -2.256, -1.880], [-0.070, 5.554, -1.343], [0.615, 3.385, -0.765], [-2.522, 2.833, -0.582], [-2.026, 5.541, 1.009], [-3.200, 3.690, 2.744], [-4.317, 4.490, 1.407], [-3.689, 2.774, 1.216], [-0.155, -0.624, -5.290], [0.019, -0.655, -8.049], [-0.220, 1.657, -9.289], [-0.645, 4.060, -5.670], [5.046, -6.386, 1.514], [3.755, -6.561, 0.939], [3.266, -5.449, -0.106], [4.212, -5.185, -1.213], [2.933, -4.178, 0.806], [2.212, -4.361, 2.018], [1.827, -5.986, -0.559], [1.811, -6.927, -1.626], [5.026, -6.766, 2.535], [5.780, -6.951, 0.937], [5.335, -5.332, 1.539], [2.920, -4.395, 2.848], [1.621, -5.277, 2.009], [1.545, -3.510, 2.160], [0.881, -7.495, -1.578], [2.651, -7.622, -1.553], [1.855, -6.397, -2.579], [-6.084, 9.602, -4.235], [-5.150, 8.617, -4.653], [-3.600, 9.031, -4.641], [-3.119, 9.582, -3.355], [-3.452, 10.020, -5.889], [-4.075, 9.679, -7.120], [-2.867, 7.695, -5.124], [-2.569, 6.736, -4.114], [-7.002, 9.475, -4.811], [-6.304, 9.466, -3.174], [-5.704, 10.613, -4.402], [-5.026, 10.211, -7.194], [-4.253, 8.606, -7.206], [-3.430, 9.998, -7.939], [-2.451, 5.758, -4.582], [-3.371, 6.678, -3.378], [-1.635, 7.008, -3.619], [-2.518, -10.467, 3.785], [-2.150, -9.252, 3.146], [-0.885, -8.468, 3.746], [0.339, -9.287, 3.881], [-1.427, -7.842, 5.113], [-2.707, -7.223, 5.133], [-0.752, -7.204, 2.775], [-0.004, -7.399, 1.578], [-3.604, -10.569, 3.736], [-2.055, -11.306, 3.263], [-2.214, -10.477, 4.835], [-3.438, -7.937, 5.518], [-3.016, -6.889, 4.141], [-2.670, -6.363, 5.802], [-0.306, -6.646, 0.849], [-0.187, -8.390, 1.155], [1.059, -7.281, 1.791], [-0.772, 7.376, 3.933], [-1.528, 8.424, 4.523], [-3.125, 8.308, 4.426], [-3.681, 7.027, 4.915], [-3.448, 8.636, 2.896], [-2.787, 9.727, 2.265], [-3.629, 9.608, 5.210], [-3.753, 9.488, 6.623], [0.150, 7.798, 3.530], [-0.524, 6.634, 4.694], [-1.321, 6.895, 3.119], [-1.940, 9.343, 1.693], [-2.431, 10.464, 2.988], [-3.483, 10.210, 1.580], [-3.709, 10.485, 7.064], [-2.945, 8.883, 7.040], [-4.715, 9.034, 6.866], [7.749, -6.507, 6.192], [8.818, -6.671, 5.270], [8.607, -7.735, 4.090], [7.368, -7.545, 3.304], [8.726, -9.152, 4.818], [9.763, -9.358, 5.768], [9.965, -7.621, 3.253], [10.014, -6.602, 2.260], [8.170, -6.289, 7.175], [7.122, -5.671, 5.876], [7.141, -7.413, 6.266], [9.358, -9.213, 6.771], [10.602, -8.676, 5.614], [10.121, -10.385, 5.679], [11.058, -6.366, 2.052], [9.509, -5.694, 2.600], [9.542, -6.963, 1.345]], "relative_energy_kcal_mol": 139.4, "lumo_energy_ev": 0.14, "homo_lumo_gap_ev": 9.4, "e_homo_ev": -9.26}



Entry 2:
{"formula": "C11H18AlF4N3O3", "method": "the ωB97M-V functional and the def2-TZVPD basis", "species": ["C", "C", "O", "C", "N", "C", "C", "C", "C", "C", "O", "N", "O", "C", "C", "C", "N", "H", "H", "H", "H", "H", "H", "H", "H", "H", "H", "H", "H", "H", "H", "H", "H", "H", "H", "F", "Al", "F", "F", "F"], "coordinates": [[2.282, 1.547, 0.765], [1.988, 0.319, 1.608], [1.364, 0.694, 2.836], [1.181, -0.783, 0.891], [0.521, -0.342, -0.364], [1.213, -0.584, -1.493], [0.719, -0.190, -2.719], [-0.504, 0.457, -2.759], [-1.224, 0.676, -1.594], [-2.567, 1.349, -1.697], [-2.495, 2.316, -2.747], [-3.121, 3.569, -2.319], [-2.325, 4.375, -2.123], [-0.683, 0.265, -0.366], [-1.435, 0.482, 0.908], [-2.670, -0.482, 1.005], [-3.924, 0.132, 1.384], [2.706, 2.320, 1.400], [1.404, 1.972, 0.278], [3.036, 1.321, 0.014], [2.942, -0.132, 1.865], [0.890, 1.514, 2.677], [0.433, -1.200, 1.551], [1.841, -1.577, 0.589], [2.158, -1.094, -1.375], [1.305, -0.393, -3.598], [-0.884, 0.789, -3.713], [-2.819, 1.860, -0.772], [-3.352, 0.618, -1.890], [-0.807, 0.295, 1.770], [-1.768, 1.513, 0.958], [-2.461, -1.282, 1.707], [-2.798, -0.944, 0.026], [-3.990, 0.308, 2.375], [-4.124, 0.974, 0.867], [2.702, -5.189, -0.163], [3.614, -4.164, 0.818], [3.450, -2.558, 0.185], [5.231, -4.615, 0.836], [2.969, -4.136, 2.379]], "lumo_energy_ev": -1.67, "homo_lumo_gap_ev": 9.0, "e_homo_ev": -10.66}



Entry 3:
{"formula": "C21H10Cl5FeO6", "method": "the ωB97M-V functional and the def2-TZVPD basis", "species": ["Fe", "Cl", "C", "C", "C", "Cl", "C", "O", "C", "C", "O", "C", "H", "H", "H", "Cl", "C", "C", "C", "C", "O", "C", "C", "O", "C", "H", "H", "H", "H", "Cl", "C", "C", "C", "Cl", "C", "O", "C", "C", "O", "C", "H", "H", "H"], "coordinates": [[-0.586, -0.261, -0.421], [-1.519, 0.452, 6.797], [-1.332, 0.650, 5.070], [-0.750, 1.828, 4.579], [-0.600, 2.003, 3.234], [0.127, 3.464, 2.643], [-1.005, 1.024, 2.255], [-0.846, 1.243, 1.024], [-1.586, -0.162, 2.816], [-2.060, -1.256, 2.005], [-1.991, -1.398, 0.789], [-1.742, -0.320, 4.204], [-0.419, 2.597, 5.263], [-2.559, -2.056, 2.582], [-2.190, -1.232, 4.582], [-2.607, -0.027, -7.535], [-2.353, 0.129, -5.811], [-2.854, 1.259, -5.140], [-2.669, 1.404, -3.796], [-1.961, 0.434, -3.015], [-1.819, 0.616, -1.765], [-1.471, -0.705, -3.729], [-0.772, -1.778, -3.075], [-0.469, -1.861, -1.890], [-1.680, -0.831, -5.116], [-3.388, 2.013, -5.705], [-3.049, 2.271, -3.270], [-0.489, -2.616, -3.739], [-1.297, -1.707, -5.628], [6.522, -0.035, 1.781], [4.828, -0.316, 1.460], [4.083, -1.087, 2.362], [2.758, -1.325, 2.126], [1.843, -2.268, 3.256], [2.065, -0.816, 0.974], [0.843, -1.083, 0.790], [2.866, -0.020, 0.096], [2.321, 0.578, -1.099], [1.162, 0.548, -1.489], [4.230, 0.208, 0.350], [4.553, -1.493, 3.247], [3.061, 1.123, -1.714], [4.802, 0.810, -0.345]], "charge": -1, "relative_energy_kcal_mol": 2.4, "multiplicity": 5, "lumo_energy_ev": [2.54, 2.54], "homo_lumo_gap_ev": [7.7, 7.3], "e_homo_ev": [-5.14, -4.80]}



Entry 4:
{"formula": "C7H14O2", "method": "the ωB97M-V functional and the def2-TZVPD basis", "species": ["C", "C", "C", "C", "C", "C", "C", "O", "O", "H", "H", "H", "H", "H", "H", "H", "H", "H", "H", "H", "H", "H", "H"], "coordinates": [[-0.273, -0.229, 0.566], [1.514, -0.054, 0.373], [-0.732, 0.970, -0.265], [2.088, -0.904, 1.491], [1.914, -0.565, -0.996], [-2.347, 0.615, -0.508], [-2.885, 1.153, -1.639], [-0.610, 0.007, 1.914], [-0.745, -1.373, 0.110], [-0.567, -0.867, 2.332], [-1.967, -0.779, -0.448], [1.771, 0.997, 0.519], [-0.289, 0.958, -1.257], [-0.649, 1.920, 0.256], [-2.846, 0.809, 0.440], [1.434, -1.527, -1.198], [1.653, 0.134, -1.793], [3.183, -0.908, 1.426], [1.831, -0.503, 2.473], [1.720, -1.932, 1.428], [2.999, -0.716, -1.041], [-2.541, 0.883, -2.631], [-3.657, 1.911, -1.551]], "relative_energy_kcal_mol": 102.2, "lumo_energy_ev": [-1.06, -1.06], "homo_lumo_gap_ev": [7.6, 7.6], "e_homo_ev": [-8.64, -8.64]}



Q: Which formula does entry 2 have?
A: C11H18AlF4N3O3